Record 1
C37H76GaN8O12S3 as an isolated structure in a non-equilibrium geometry. Source: the OMol25 dataset; level of theory: ωB97M-V/def2-TZVPD.

```
137
Properties=species:S:1:pos:R:3:lowdin_charge:R:1
C -5.425 -0.371 1.991 -0.13
O -4.152 0.181 1.782 -0.21
C -3.928 0.509 0.409 -0.25
C -2.653 1.346 0.236 -0.25
C -1.716 0.728 -0.810 -0.23
Ga 0.065 1.715 -1.017 0.51
C 0.533 2.826 0.624 -0.23
C 1.026 2.022 1.834 -0.28
C 2.241 1.149 1.528 -0.26
C 3.241 1.073 2.668 -0.22
S 4.441 -0.179 2.282 0.60
O 3.793 -1.350 1.752 -0.29
O 5.318 -0.445 3.385 -0.30
O 5.298 0.441 1.084 -0.15
C 1.544 0.361 -1.525 -0.24
C 1.341 -0.333 -2.876 -0.35
C 0.432 -1.563 -2.755 -0.45
S 1.485 -3.037 -2.627 0.95
C 0.842 -4.276 -1.570 -1.08
S 1.289 -5.817 -1.865 0.66
N 0.073 -4.007 -0.430 -0.14
C -1.132 -3.364 -0.290 -0.09
C -1.422 -3.370 1.027 -0.14
N -0.423 -4.019 1.721 0.08
C 0.440 -4.390 0.839 -0.19
C -0.083 2.982 -2.653 -0.20
C -1.030 2.450 -3.699 -0.25
O -0.662 2.864 -5.069 -0.02
C -0.023 1.907 -5.750 -0.56
C 1.382 2.216 -6.173 0.02
O -0.539 0.851 -6.035 0.08
H -5.654 -0.300 3.054 0.08
H -6.202 0.162 1.440 0.07
H -5.466 -1.430 1.714 0.08
H -4.811 0.996 -0.011 0.09
H -3.804 -0.429 -0.144 0.11
H -2.164 1.323 1.209 0.10
H -2.921 2.369 -0.026 0.10
H -1.504 -0.273 -0.458 0.03
H -2.253 0.718 -1.763 0.05
H -0.345 3.386 0.960 0.04
H 1.289 3.578 0.389 0.03
H 1.303 2.718 2.624 0.06
H 0.232 1.408 2.258 0.11
H 2.754 1.524 0.643 0.09
H 1.911 0.141 1.298 0.09
H 3.811 1.996 2.743 0.07
H 2.807 0.857 3.640 0.12
H 4.725 0.403 0.298 0.09
H 1.672 -0.397 -0.749 0.04
H 2.484 0.922 -1.571 0.04
H 2.306 -0.675 -3.261 0.08
H 0.914 0.355 -3.604 0.07
H -0.163 -1.673 -3.660 0.07
H -0.245 -1.434 -1.925 0.04
H -1.718 -2.972 -1.093 0.12
H -2.300 -2.923 1.459 0.10
H 1.342 -4.925 1.075 0.09
H 0.911 3.124 -3.082 0.04
H -0.435 3.950 -2.295 0.04
H -2.023 2.861 -3.532 0.11
H -1.148 1.370 -3.673 0.08
H 1.352 2.883 -7.034 0.08
H 1.944 2.703 -5.382 0.08
H 1.863 1.300 -6.487 0.08
C -5.467 3.465 1.738 0.01
C -6.595 3.286 0.748 -0.53
O -6.753 2.255 0.116 0.03
N -7.451 4.333 0.575 0.00
C -7.427 5.626 1.227 -0.09
H -4.870 2.558 1.768 0.06
H -4.825 4.294 1.438 0.09
H -5.866 3.655 2.736 0.09
H -8.178 4.150 -0.098 0.14
H -8.357 5.790 1.776 0.08
H -7.322 6.421 0.484 0.08
H -6.597 5.689 1.922 0.07
C 4.613 -6.272 4.131 -0.02
C 3.856 -5.188 3.390 -0.54
O 2.900 -5.457 2.678 0.02
N 4.284 -3.914 3.553 0.03
C 5.398 -3.441 4.356 -0.08
H 4.153 -7.228 3.900 0.08
H 5.657 -6.299 3.817 0.08
H 4.567 -6.110 5.209 0.08
H 3.751 -3.226 3.035 0.11
H 5.036 -2.736 5.104 0.08
H 6.108 -2.926 3.711 0.08
H 5.897 -4.267 4.854 0.07
C 5.939 4.233 2.241 0.00
C 4.640 4.752 1.666 -0.53
O 3.641 4.062 1.576 0.06
N 4.618 6.045 1.237 0.01
C 5.692 7.018 1.255 -0.08
H 5.804 3.196 2.531 0.07
H 6.737 4.283 1.499 0.09
H 6.231 4.809 3.120 0.08
H 3.725 6.325 0.862 0.14
H 5.404 7.886 1.852 0.08
H 5.911 7.356 0.241 0.08
H 6.593 6.587 1.680 0.07
C -2.973 -10.459 -1.240 -0.02
C -2.290 -9.336 -1.989 -0.56
O -2.642 -9.007 -3.111 0.02
N -1.265 -8.707 -1.362 0.01
C -0.718 -8.968 -0.044 -0.08
H -3.763 -10.857 -1.868 0.08
H -2.267 -11.259 -1.012 0.08
H -3.412 -10.093 -0.311 0.08
H -0.849 -7.964 -1.903 0.10
H -0.801 -8.075 0.577 0.08
H 0.338 -9.230 -0.123 0.08
H -1.247 -9.783 0.439 0.07
C -2.814 -0.988 -7.133 -0.02
C -3.601 -2.224 -6.771 -0.55
O -4.718 -2.172 -6.284 0.02
N -3.010 -3.430 -7.006 0.00
C -1.698 -3.690 -7.564 -0.08
H -3.404 -0.115 -6.878 0.09
H -1.878 -0.943 -6.582 0.06
H -2.602 -0.971 -8.204 0.09
H -3.581 -4.216 -6.740 0.14
H -1.788 -4.282 -8.478 0.08
H -1.090 -4.249 -6.851 0.08
H -1.192 -2.760 -7.798 0.07
C 1.476 4.754 6.135 -0.01
C 0.623 4.817 4.887 -0.54
O 0.286 3.819 4.282 0.05
N 0.240 6.051 4.450 0.01
C 0.541 7.344 5.028 -0.09
H 1.693 3.712 6.345 0.08
H 2.416 5.288 5.989 0.08
H 0.948 5.183 6.988 0.08
H -0.319 6.019 3.612 0.14
H -0.382 7.862 5.296 0.08
H 1.084 7.962 4.309 0.08
H 1.149 7.234 5.919 0.07
```

Computed properties:
* net charge: -1
* HOMO-LUMO gap: 6.7 eV
* molecular weight: 991.0 u
* 2S+1: 1

---

Record 2
One molecule with the formula C4H8O2. Source: the OMol25 dataset; level of theory: ωB97M-V/def2-TZVPD.

```
14
Properties=species:S:1:pos:R:3:nbo_charge:R:1
O -1.350 1.804 -0.039 -0.71
C -0.355 0.960 0.491 0.10
C -0.780 -0.515 0.593 -0.45
C 0.584 -0.915 -0.019 0.11
O 0.593 -1.788 -1.123 -0.71
C 0.807 0.545 -0.435 -0.45
H -0.916 2.456 -0.603 0.47
H 0.011 1.346 1.453 0.16
H -1.597 -0.719 -0.104 0.23
H -1.028 -0.898 1.587 0.21
H 1.298 -1.242 0.750 0.16
H 0.410 -2.681 -0.806 0.47
H 0.528 0.661 -1.488 0.22
H 1.792 0.986 -0.257 0.21
```

Computed properties:
* net charge: 0
* HOMO-LUMO gap: 10.8 eV
* molecular weight: 88.1 u
* relative energy (zero: lowest compared OMol25 entry of this formula, charge and spin): 1.6540 eV
* SMILES: O[C@H]1C[C@@H](O)C1
* 2S+1: 1